[1]
Formula: C13H19B11Br6CrN6OS
Source: OMol25
Level of theory: ωB97M-V/def2-TZVPD

Atoms and positions in Å:
Cr 0.80 0.08 -0.04
Br 0.14 2.07 1.54
B -1.28 1.23 2.67
B -3.03 1.60 2.63
C -3.78 0.12 2.98
B -2.43 0.08 1.95
B -2.73 -1.22 3.13
B -3.50 -0.50 4.55
B -3.69 1.25 4.25
B -2.06 2.00 4.08
Br -1.68 3.85 4.56
B -2.38 0.67 5.31
Br -2.39 1.03 7.23
B -1.76 -0.91 4.61
Br -1.01 -2.34 5.69
B -1.11 -0.51 2.98
Br 0.44 -1.39 2.10
B -0.84 0.65 4.32
Br 0.98 0.95 5.01
H -3.55 2.38 1.94
H -4.75 -0.06 2.55
H -2.53 -0.13 0.80
H -3.03 -2.28 2.76
H -4.35 -1.07 5.12
H -4.64 1.79 4.63
C 5.59 0.17 -3.87
C 5.35 0.14 -2.42
N 6.25 0.07 -1.50
N 5.61 0.01 -0.32
C 4.28 0.03 -0.49
S 3.13 -0.09 0.73
N 4.09 0.12 -1.83
N 2.84 0.20 -2.43
H 6.66 0.26 -4.04
H 5.08 1.00 -4.35
H 5.24 -0.76 -4.33
H 6.12 -0.02 0.55
H 2.74 -0.52 -3.14
H 2.69 1.11 -2.85
O 0.12 1.09 -1.33
C -0.42 0.99 -2.51
C -0.78 2.14 -3.23
C -1.44 2.03 -4.44
C -1.77 0.78 -4.95
C -1.40 -0.37 -4.27
C -0.70 -0.29 -3.06
C -0.24 -1.47 -2.36
N 0.45 -1.49 -1.21
C 0.70 -2.80 -0.93
C 0.17 -3.58 -1.90
N -0.42 -2.74 -2.79
H -0.54 3.10 -2.82
H -1.72 2.92 -4.98
H -2.32 0.70 -5.87
H -1.68 -1.32 -4.68
H 1.25 -3.10 -0.05
H 0.15 -4.65 -2.02
H -0.91 -3.01 -3.63

Values from the calculation:
- Total charge: +2
- Highest occupied orbital energy (alpha / beta): -13.78 / -13.85 eV
- Kohn-Sham gap (alpha / beta): 6.325 / 3.458 eV
- Spin multiplicity: 5
- <S²>: 6.10

These are the Löwdin partial charges, in e, on atoms 1 to 6: 0.416 0.982 -0.780 -0.211 0.076 -0.253

[2]
Formula: C13H19B2F4HgN6O5S
Source: OMol25
Level of theory: ωB97M-V/def2-TZVPD

Atoms and positions in Å:
Hg 0.18 -0.35 1.04
C -2.06 2.29 -2.18
C -1.22 1.72 -1.05
N -0.95 0.40 -1.08
O -0.94 -0.05 -2.42
B 0.00 -1.24 -2.59
F -0.50 -2.31 -1.79
F -0.06 -1.56 -3.96
O 1.44 -0.93 -2.22
N 1.69 -0.53 -0.94
C 2.85 0.11 -0.91
C 3.89 -0.16 -2.00
C 3.15 1.09 0.13
N 2.51 1.03 1.29
O 2.72 2.30 1.88
B 1.56 2.57 2.85
F 1.75 3.85 3.36
F 1.40 1.60 3.86
O 0.24 2.77 2.05
N -0.05 1.85 1.02
C -0.91 2.46 0.15
C -1.59 3.79 0.49
C 4.14 2.16 -0.25
H -1.64 2.00 -3.11
H -2.07 3.39 -2.14
H -3.11 1.91 -2.17
H 3.93 -1.23 -2.25
H 4.90 0.10 -1.64
H 3.62 0.36 -2.90
H -1.27 4.15 1.51
H -2.70 3.61 0.47
H -1.37 4.59 -0.22
H 3.74 2.79 -1.07
H 5.12 1.69 -0.45
H 4.26 2.85 0.67
O -2.63 -1.69 1.23
N -2.47 -2.93 0.87
C -3.51 -3.59 0.22
C -3.30 -4.80 -0.43
C -2.09 -5.48 -0.25
C -1.08 -4.91 0.53
C -1.23 -3.59 1.05
S 0.06 -2.75 1.78
H -4.45 -3.08 0.18
H -4.10 -5.19 -1.11
H -1.89 -6.46 -0.72
H -0.13 -5.41 0.71
N -1.35 0.19 2.96
H -0.82 -0.20 3.72
H -2.21 -0.37 2.80
H -1.45 1.18 3.02

Values from the calculation:
- Total charge: 0
- Highest occupied orbital energy (alpha / beta): -8.02 / -8.02 eV
- Kohn-Sham gap (alpha / beta): 6.893 / 4.019 eV
- Spin multiplicity: 2
- <S²>: 0.82

These are the Löwdin partial charges, in e, on atoms 1 to 6: 1.020 -0.009 -0.242 0.041 -0.005 -1.001

[3]
Formula: C13H19BBr2NO5
Source: OMol25
Level of theory: ωB97M-V/def2-TZVPD

Atoms and positions in Å:
C -1.05 -0.21 4.69
C -2.23 -0.80 3.71
B -1.68 -0.76 2.13
O -1.93 0.50 1.39
O -1.05 -1.99 1.60
C 0.42 -1.80 1.42
O 1.32 -2.51 2.12
C 0.84 -0.69 0.25
C 0.66 -0.98 -1.36
C 1.08 0.24 -2.38
N 1.60 1.58 -1.85
C 1.81 1.88 -0.36
C 2.37 3.37 0.05
C 1.24 4.13 1.01
O -0.14 3.63 0.77
C -0.72 4.21 -0.46
O -1.93 4.76 -0.56
C 1.43 0.75 0.79
H -0.42 -1.11 5.09
H -0.37 0.50 4.04
H -1.56 0.41 5.56
H -2.53 -1.91 3.91
H -3.17 -0.07 3.72
H -1.72 0.41 0.42
H 0.23 -2.02 -1.68
H 0.95 0.11 -3.54
H 1.83 2.35 -2.52
H 3.40 3.26 0.61
H 2.57 4.04 -0.92
H 1.34 5.30 0.94
H 1.50 3.84 2.14
H -0.07 4.20 -1.46
H 1.59 1.04 1.92
Br 1.53 -4.29 -3.99
C -0.25 -5.07 -4.05
C -1.32 -4.00 -3.97
Br -1.52 -3.34 -2.14
H -0.31 -5.80 -3.23
H -0.30 -5.59 -5.00
H -2.30 -4.41 -4.23
H -1.11 -3.13 -4.60

Values from the calculation:
- Total charge: +1
- Highest occupied orbital energy: -12.87 eV
- Kohn-Sham gap: 7.505 eV
- Energy relative to the best compared isomer or geometry (same formula, charge and spin): 12.214 eV

These are the Löwdin partial charges, in e, on atoms 1 to 6: -0.119 -0.150 -0.438 0.071 0.072 -0.192

[4]
Formula: C13H19Br3FO6Tl
Source: OMol25
Level of theory: ωB97M-V/def2-TZVPD

Atoms and positions in Å:
Tl 1.18 -3.34 2.04
F 0.28 -1.77 -0.02
O -2.79 4.05 0.19
C -2.06 3.24 0.70
O -2.34 1.94 0.75
C -1.27 1.28 1.45
C -0.49 2.33 2.20
C -0.74 3.56 1.33
H -0.57 0.88 0.70
H -1.62 0.49 2.11
H 0.54 2.05 2.41
H -0.93 2.51 3.19
H -0.07 3.60 0.46
H -0.74 4.54 1.80
O -2.61 -4.70 0.39
C -3.01 -3.61 0.15
O -4.31 -3.34 -0.02
C -4.50 -2.01 -0.53
C -3.15 -1.63 -1.19
C -2.15 -2.42 -0.31
H -4.71 -1.47 0.39
H -5.26 -1.98 -1.30
H -2.95 -0.57 -1.04
H -3.08 -1.93 -2.23
H -1.91 -1.86 0.60
H -1.31 -2.78 -0.89
O 3.53 -1.82 1.15
C 3.81 -0.73 0.70
O 4.96 -0.14 0.99
C 4.90 1.21 0.47
C 3.88 1.13 -0.68
C 2.84 0.15 -0.08
H 5.84 1.55 0.03
H 4.53 1.85 1.27
H 4.19 0.77 -1.66
H 3.55 2.17 -0.63
H 2.28 -0.45 -0.78
H 2.22 0.49 0.76
C 0.78 -0.69 -2.84
Br 1.49 1.09 -3.28
Br 2.15 -1.93 -3.28
Br -0.93 -0.99 -3.71
H 0.57 -0.72 -1.78

Values from the calculation:
- Total charge: +2
- Highest occupied orbital energy: -15.60 eV
- Kohn-Sham gap: 2.139 eV
- Energy relative to the best compared isomer or geometry (same formula, charge and spin): 0.000 eV

These are the Löwdin partial charges, in e, on atoms 1 to 6: 1.044 -0.519 0.238 -0.455 0.072 -0.162

[5]
Formula: C13H19BrN4O2
Source: OMol25
Level of theory: ωB97M-V/def2-TZVPD

Atoms and positions in Å:
C -6.48 -0.05 0.70
H -6.91 0.84 1.18
O -5.29 0.26 0.03
C -4.29 0.77 0.88
C -3.01 0.96 0.06
N -2.34 -0.31 -0.16
C -1.97 -0.60 -1.52
C -0.99 0.38 -2.20
O 0.33 -0.12 -2.10
C 1.27 0.68 -2.77
H 2.24 0.20 -2.66
H 1.31 1.69 -2.35
H 1.03 0.76 -3.84
H -1.04 1.37 -1.74
H -1.25 0.48 -3.27
H -1.52 -1.59 -1.55
H -2.90 -0.62 -2.10
C -1.38 -0.67 0.87
C -0.09 0.07 0.79
C 1.16 -0.46 0.57
N 2.04 0.57 0.49
C 3.36 0.66 0.28
C 3.92 1.91 0.25
C 3.08 3.03 0.44
N 1.80 2.94 0.65
C 1.25 1.74 0.68
N -0.01 1.42 0.86
H 3.49 4.03 0.43
H 4.98 2.03 0.09
H 3.92 -0.26 0.14
Br 1.71 -2.23 0.35
H -1.85 -0.49 1.84
H -1.18 -1.74 0.78
H -2.35 1.67 0.58
H -3.30 1.38 -0.90
H -4.61 1.73 1.30
H -4.11 0.07 1.71
H -6.32 -0.81 1.47
H -7.18 -0.42 -0.04

Values from the calculation:
- Total charge: 0
- Highest occupied orbital energy: -7.98 eV
- Kohn-Sham gap: 8.193 eV
- Energy relative to the best compared isomer or geometry (same formula, charge and spin): 3.499 eV
- SMILES: COCCN(CCOC)Cc1nc2ncccn2c1Br

These are the Löwdin partial charges, in e, on atoms 1 to 6: -0.124 0.087 -0.190 -0.220 -0.166 -0.164

[6]
Formula: C13H19BrOScSi
Source: OMol25
Level of theory: ωB97M-V/def2-TZVPD

Atoms and positions in Å:
C -1.80 -1.84 -1.67
C -2.04 -0.92 -2.72
C -0.78 -0.61 -3.37
H -3.02 -0.57 -3.06
C 0.24 -1.31 -2.64
C -0.41 -2.08 -1.59
H 0.07 -2.85 -0.99
H -2.57 -2.37 -1.10
H -0.63 -0.01 -4.27
H 1.28 -1.40 -2.93
Sc -0.42 0.79 -1.53
Br -2.42 1.95 -0.69
C -1.32 -0.58 3.06
C -0.72 -1.82 2.68
C -1.68 -2.57 1.96
H 0.31 -2.12 2.91
C -2.90 -1.83 1.93
C -2.68 -0.59 2.60
H -3.40 0.22 2.71
H -0.82 0.26 3.56
H -1.54 -3.59 1.59
H -3.86 -2.19 1.55
C 3.59 0.79 -0.28
Si 1.93 1.51 0.18
C 1.97 2.26 1.90
C 1.32 2.75 -1.16
O 0.71 0.40 0.03
H 4.33 1.59 -0.30
H 3.56 0.34 -1.28
H 3.93 0.02 0.42
H 2.69 3.09 1.91
H 0.99 2.66 2.18
H 2.29 1.54 2.67
H 1.25 2.34 -2.20
H 0.40 3.28 -0.88
H 2.16 3.46 -1.17

Values from the calculation:
- Total charge: -1
- Highest occupied orbital energy: -2.17 eV
- Kohn-Sham gap: 4.031 eV
- Energy relative to the best compared isomer or geometry (same formula, charge and spin): 3.162 eV

These are the Löwdin partial charges, in e, on atoms 1 to 6: -0.113 -0.207 -0.288 0.099 -0.228 -0.112

[7]
Formula: C13H19ClOSiTi
Source: OMol25
Level of theory: ωB97M-V/def2-TZVPD

Atoms and positions in Å:
C -0.57 1.94 0.55
C -1.08 2.48 -0.67
C 0.01 2.60 -1.59
H -2.11 2.79 -0.86
C 1.15 1.98 -1.03
C 0.84 1.62 0.31
H 1.60 1.42 1.05
H -1.12 1.77 1.47
H 0.01 3.17 -2.52
H 2.08 1.70 -1.54
Ti -0.71 0.09 -0.77
Cl -2.44 -0.49 0.74
C -1.38 -1.41 -2.12
C -0.28 -0.88 -2.88
C -0.69 0.38 -3.42
H 0.66 -1.40 -3.09
C -1.96 0.71 -2.89
C -2.40 -0.37 -2.06
H -3.36 -0.42 -1.56
H -1.44 -2.41 -1.71
H -0.18 0.91 -4.22
H -2.57 1.57 -3.15
C 0.29 -0.01 2.96
Si 0.94 -1.27 1.69
C 2.81 -0.92 1.74
C 0.42 -2.90 2.47
O 0.45 -1.11 0.12
H 0.78 -0.36 3.88
H -0.80 -0.08 3.07
H 0.55 1.03 2.77
H 3.20 -1.13 2.74
H 3.39 -1.52 1.02
H 3.03 0.14 1.54
H -0.67 -2.89 2.60
H 0.71 -3.77 1.87
H 0.86 -2.98 3.48

Values from the calculation:
- Total charge: -1
- Highest occupied orbital energy (alpha / beta): -2.95 / -3.86 eV
- Kohn-Sham gap (alpha / beta): 5.914 / 6.820 eV
- Spin multiplicity: 2
- <S²>: 0.75
- Energy relative to the best compared isomer or geometry (same formula, charge and spin): 0.000 eV

These are the Löwdin partial charges, in e, on atoms 1 to 6: -0.259 -0.198 -0.171 0.103 -0.142 -0.215

[8]
Formula: C13H19F12HgN3O9S4
Source: OMol25
Level of theory: ωB97M-V/def2-TZVPD

Atoms and positions in Å:
Hg 0.13 -1.02 0.10
C -3.84 -0.71 -1.25
F -3.47 0.53 -1.52
F -4.39 -0.76 0.02
F -4.72 -1.05 -2.10
S -2.33 -1.93 -1.38
O -2.66 -3.11 -2.14
O -1.33 -1.01 -2.06
N -1.72 -2.07 0.22
S -2.48 -3.29 0.76
O -3.89 -3.21 0.42
O -1.76 -4.49 0.44
C -2.31 -2.87 2.63
F -2.45 -3.94 3.46
F -1.08 -2.45 2.83
F -3.26 -1.91 2.87
C 2.55 -3.88 2.01
F 3.11 -4.75 1.23
F 1.23 -4.06 2.06
F 3.11 -3.94 3.26
S 2.86 -2.06 1.34
O 1.83 -1.32 2.08
O 4.21 -1.61 1.71
N 2.16 -1.86 -0.29
S 3.46 -1.89 -1.17
O 4.16 -0.62 -1.27
O 4.33 -3.10 -0.91
C 2.68 -2.30 -2.91
F 1.48 -1.66 -2.94
F 3.58 -1.90 -3.81
F 2.49 -3.57 -2.93
C 0.10 3.12 2.09
C -0.57 2.03 1.18
C -1.93 2.49 0.57
C -1.75 3.45 -0.65
C -0.72 2.86 -1.67
C 0.69 2.38 -1.22
N 0.37 1.58 0.01
O 1.50 0.94 0.47
C 1.26 1.65 -2.35
C 1.69 3.49 -0.79
C -0.99 0.84 2.13
H 0.02 4.00 1.46
H 1.10 2.87 2.45
H -0.61 3.18 2.92
H -2.56 1.67 0.23
H -2.52 2.99 1.34
H -1.53 4.51 -0.50
H -2.74 3.45 -1.10
H -0.45 3.61 -2.41
H -1.39 2.10 -2.10
H 2.27 1.28 -2.16
H 0.66 0.79 -2.65
H 1.47 2.35 -3.15
H 1.16 4.25 -0.21
H 2.49 2.92 -0.33
H 2.22 3.99 -1.60
H -0.09 0.44 2.59
H -1.54 0.04 1.65
H -1.56 1.20 3.00
H 2.25 1.37 0.05

Values from the calculation:
- Total charge: 0
- Highest occupied orbital energy: -9.61 eV
- Kohn-Sham gap: 8.311 eV
- Energy relative to the best compared isomer or geometry (same formula, charge and spin): 3.845 eV

These are the Löwdin partial charges, in e, on atoms 1 to 6: 1.262 -0.635 0.144 0.090 0.217 0.738

[9]
Formula: C13H19N
Source: OMol25
Level of theory: ωB97M-V/def2-TZVPD

Atoms and positions in Å:
C 1.36 2.89 2.02
C 0.36 1.80 1.87
C -1.00 2.45 2.06
C 0.53 1.20 0.49
C -0.42 0.07 0.20
C -0.78 -2.16 1.06
C -0.16 -2.91 -0.07
C -0.03 -2.05 -1.33
C 0.10 -2.60 -2.63
C 0.23 -1.78 -3.75
C 0.16 -0.36 -3.60
C 0.02 0.16 -2.33
C -0.10 -0.60 -1.14
H 2.45 2.64 2.01
H 1.06 3.77 1.40
H 1.20 3.36 2.99
H 0.37 0.93 2.54
H -1.27 3.14 1.12
H -1.73 1.67 2.19
H -1.13 3.04 3.00
H 0.28 2.01 -0.26
H 1.55 0.85 0.35
H -1.42 0.49 0.08
H 0.80 -0.81 1.56
H -0.69 -2.79 2.00
H -1.94 -2.10 0.92
H -0.82 -3.71 -0.30
H 0.85 -3.30 0.32
H 0.12 -3.74 -2.69
H 0.24 -2.23 -4.69
H 0.08 0.25 -4.51
H -0.01 1.25 -2.20
N -0.25 -0.85 1.31

Values from the calculation:
- Total charge: 0
- Highest occupied orbital energy: -8.65 eV
- Kohn-Sham gap: 9.609 eV
- Energy relative to the best compared isomer or geometry (same formula, charge and spin): 1.452 eV
- SMILES: CC(C)C[C@@H]1NCCc2ccccc21

These are the Löwdin partial charges, in e, on atoms 1 to 6: -0.108 -0.472 -0.091 -0.178 -0.334 -0.266

[10]
Formula: C13H19N
Source: OMol25
Level of theory: ωB97M-V/def2-TZVPD

Atoms and positions in Å:
C 2.08 -2.31 -2.40
C 2.81 -1.02 -2.78
C 1.75 -2.35 -0.90
H 2.81 -3.11 -2.56
H 1.29 -2.51 -3.11
H 3.67 -1.23 -3.44
H 2.30 -0.23 -3.33
H 1.98 -3.29 -0.40
H 3.36 -0.61 -1.93
H 0.68 -2.21 -0.71
H 2.28 -1.57 -0.42
C 1.34 1.27 1.79
C 2.40 0.61 2.67
C 0.05 0.56 1.59
C -0.32 -0.70 1.93
C -0.90 1.03 0.62
C -1.82 -0.03 0.38
C -1.00 2.15 -0.20
C -2.74 -0.01 -0.67
C -1.91 2.21 -1.24
C -2.79 1.14 -1.43
N -1.49 -1.03 1.25
H 1.17 2.29 2.14
H 1.85 1.49 0.84
H 2.05 0.40 3.65
H -0.06 -1.37 2.73
H -1.86 -1.96 1.21
H -0.26 2.94 -0.18
H -3.44 -0.82 -0.77
H -1.98 3.09 -1.86
H -3.55 1.20 -2.20
H 3.29 1.22 2.61
H 2.64 -0.39 2.29

Values from the calculation:
- Total charge: 0
- Highest occupied orbital energy: -7.87 eV
- Kohn-Sham gap: 8.802 eV
- Energy relative to the best compared isomer or geometry (same formula, charge and spin): 0.870 eV
- SMILES: CCc1c[nH]c2ccccc12.CCC

These are the Löwdin partial charges, in e, on atoms 1 to 6: -0.289 -0.130 -0.108 0.090 0.097 0.064

[11]
Formula: C13H19N
Source: OMol25
Level of theory: ωB97M-V/def2-TZVPD

Atoms and positions in Å:
C -3.84 -1.00 -1.51
C -2.45 0.22 0.27
C -2.93 0.08 -1.04
C -1.45 1.26 0.22
C -2.34 1.05 -1.81
C -2.32 0.23 2.68
C -1.21 1.11 2.54
C -2.79 -0.37 1.54
C -0.79 1.72 1.38
N -1.39 1.70 -1.08
H -2.75 0.13 3.63
H -0.68 1.34 3.46
H -3.57 -1.21 1.57
H 0.18 2.23 1.36
H -4.49 -0.54 -2.26
H -4.33 -1.50 -0.71
H -2.45 1.22 -2.89
H -0.81 2.36 -1.54
H -3.14 -1.75 -2.02
C 3.07 -0.82 -0.56
C 2.57 -1.66 0.67
C 2.21 0.50 -0.86
C 4.57 -0.54 -0.38
H 2.90 -1.46 -1.41
H 3.14 -1.64 1.59
H 2.84 1.37 -0.83
H 1.96 0.60 -1.93
H 1.39 0.63 -0.16
H 5.07 -0.93 -1.32
H 4.57 0.54 -0.45
H 5.06 -0.73 0.55
H 2.64 -2.69 0.30
H 1.54 -1.43 1.00

Values from the calculation:
- Total charge: 0
- Highest occupied orbital energy: -7.64 eV
- Kohn-Sham gap: 8.506 eV
- Energy relative to the best compared isomer or geometry (same formula, charge and spin): 1.937 eV
- SMILES: Cc1c[nH]c2ccccc12.CC(C)C

These are the Löwdin partial charges, in e, on atoms 1 to 6: -0.045 -0.133 -0.276 -0.208 -0.075 -0.099

[12]
Formula: C13H19N2
Source: OMol25
Level of theory: ωB97M-V/def2-TZVPD

Atoms and positions in Å:
C -1.60 2.42 2.58
C -2.11 1.08 2.57
C -0.79 2.79 1.55
C -1.98 0.22 1.49
C -0.47 1.86 0.54
C -1.07 0.54 0.50
C -1.31 0.94 -2.43
C 2.33 0.33 0.38
C 2.04 -0.52 -0.56
C 3.26 1.43 0.23
C 2.18 -1.36 -1.56
C -0.64 -2.85 -1.03
C -0.71 -0.32 -0.63
N -0.78 -0.21 -1.88
N -0.49 -1.75 -0.08
H -1.77 3.01 3.55
H -2.44 0.66 3.52
H -0.42 3.78 1.52
H -2.67 -0.64 1.48
H 0.31 2.04 -0.17
H -1.82 0.77 -3.39
H -1.86 1.64 -1.77
H 1.65 0.44 1.22
H 2.73 2.41 0.15
H 3.92 1.48 -0.61
H 3.81 1.33 1.22
H 1.64 -1.25 -2.58
H 2.79 -2.26 -1.70
H -0.42 1.62 -2.60
H -0.09 -3.68 -0.78
H -1.65 -3.18 -1.07
H -0.27 -2.58 -2.07
H -1.13 -1.75 0.81
H 0.63 -1.85 0.22

Values from the calculation:
- Total charge: +1
- Highest occupied orbital energy: -12.65 eV
- Kohn-Sham gap: 9.292 eV
- Energy relative to the best compared isomer or geometry (same formula, charge and spin): 4.800 eV

These are the Löwdin partial charges, in e, on atoms 1 to 6: -0.044 -0.053 -0.055 -0.055 -0.010 -0.185

Calculated strongest force on any atom, 0.0425 0.1126 0.1890 0.0554 0.0208 0.0628 0.0529 0.1224 0.0608 0.0378 0.0641 0.0787 hartree/bohr (same order as the records).